The following is a quantum chemistry calculation of C18H39AlBr6O3P as an isolated structure, from OMol25.

```
68
Properties=species:S:1:pos:R:3:nbo_charge:R:1
C 2.398 -4.488 -0.257 -0.622
C 0.921 -3.889 -0.527 -0.396
C 1.093 -2.339 -0.996 -1.033
Al -0.281 -1.725 -2.382 1.516
C -1.376 -3.222 -3.250 -1.018
C -2.923 -3.125 -2.791 -0.090
O -3.683 -4.074 -3.613 -0.548
C -5.041 -3.718 -3.702 0.638
O -5.940 -4.524 -3.369 -0.580
C 0.440 -0.485 -3.843 -1.017
C 1.448 -1.150 -4.891 -0.397
C 2.895 -1.539 -4.339 -0.210
C 2.989 -3.075 -3.812 -0.621
C 3.534 -0.518 -3.284 -0.629
P -1.845 -0.411 -1.170 0.318
C -2.337 -1.331 0.413 -0.973
O -0.888 0.997 -0.734 -1.005
H 2.970 -3.914 0.539 0.198
H 2.310 -5.615 -0.022 0.187
H 2.962 -4.397 -1.253 0.202
H 0.307 -3.940 0.435 0.188
H 0.444 -4.549 -1.321 0.187
H 0.941 -1.723 -0.030 0.208
H 2.184 -2.189 -1.282 0.201
H -1.009 -4.260 -2.955 0.210
H -1.393 -3.178 -4.404 0.217
H -3.077 -3.403 -1.698 0.183
H -3.366 -2.084 -2.984 0.184
H -5.414 -2.715 -4.128 0.126
H 0.824 0.502 -3.385 0.208
H -0.487 -0.164 -4.460 0.208
H 1.619 -0.412 -5.763 0.177
H 0.982 -2.080 -5.389 0.197
H 3.597 -1.524 -5.255 0.183
H 3.216 -3.714 -4.735 0.196
H 2.003 -3.449 -3.391 0.223
H 3.877 -3.226 -3.098 0.202
H 3.785 -1.054 -2.297 0.210
H 2.944 0.434 -3.110 0.223
H 4.560 -0.180 -3.692 0.192
H -1.754 -0.897 1.314 0.217
H -3.439 -1.071 0.629 0.213
H -2.206 -2.471 0.354 0.223
H -1.289 1.797 -1.120 0.480
Br -0.340 0.223 2.429 0.057
C -0.020 0.104 4.349 -0.472
C -0.957 -0.883 4.999 -0.443
Br -2.741 -0.127 5.213 -0.021
H -0.110 1.113 4.751 0.219
H 1.015 -0.229 4.444 0.228
H -0.626 -1.119 6.011 0.222
H -1.070 -1.807 4.433 0.237
Br 0.198 4.340 5.875 -0.030
C -0.133 4.235 3.955 -0.445
C 1.158 4.107 3.186 -0.444
Br 2.079 5.821 3.063 -0.031
H -0.713 5.116 3.683 0.227
H -0.750 3.344 3.823 0.245
H 0.962 3.816 2.153 0.250
H 1.859 3.401 3.630 0.235
Br -2.111 8.901 6.683 -0.025
C -1.117 7.808 5.411 -0.450
C -0.454 8.661 4.359 -0.453
Br -1.741 9.269 3.026 -0.024
H -1.817 7.082 5.000 0.230
H -0.369 7.286 6.009 0.242
H 0.280 8.079 3.799 0.241
H 0.027 9.550 4.765 0.230
```

Summary:
**Total charge**: -1
**Orbital gap**: 0.204 hartree
**HOMO**: -3.8 eV
**Maximum force**: 3.97 eV/A

***

The following is a quantum chemistry calculation of C9H18Cl2N2OPd as an isolated structure, from OMol25.

```
33
Properties=species:S:1:pos:R:3:lowdin_spin:R:1
Pd -1.870 1.206 2.625 1.350
Cl -0.252 2.393 1.341 0.268
Cl -1.258 1.128 4.816 0.272
C 1.719 -0.337 -0.504 0.599
H 2.711 -0.784 -0.350 0.034
H 1.622 0.691 -0.126 0.024
C -0.414 -0.062 -1.408 0.653
C 1.063 -0.620 -1.736 0.140
H -0.990 -0.629 -0.666 0.031
C 1.640 0.073 -2.969 0.055
H 0.979 -1.709 -1.893 0.019
C 1.386 1.583 -2.922 0.006
H 2.713 -0.138 -3.043 0.000
H 1.166 -0.368 -3.854 0.006
C -0.107 1.882 -3.004 0.008
H 1.778 1.982 -1.977 0.003
H 1.910 2.071 -3.754 0.001
C -0.850 1.228 -1.816 0.133
H -0.274 2.964 -2.988 0.000
H -0.524 1.500 -3.946 0.001
H -0.714 1.874 -0.912 0.046
H -1.937 1.197 -1.993 0.020
C -2.121 -1.766 3.915 0.010
N -0.817 -1.710 3.315 0.008
C -0.590 -1.254 2.042 0.020
N 0.657 -1.486 1.572 0.136
O -1.525 -0.728 1.364 0.079
H -2.801 -1.067 3.403 0.004
H -2.049 -1.448 4.959 0.001
H -2.522 -2.790 3.866 0.000
H -0.111 -2.324 3.708 0.001
H 1.002 -1.019 0.650 0.069
H 1.382 -1.535 2.283 0.002
```

Summary:
**2S+1**: 5
**Total charge**: 0
**Relative energy (zero: lowest compared OMol25 entry of this formula, charge and spin)**: 0.000 eV
**Orbital gap (spin up / spin down)**: 0.246 / 0.270 hartree
**<S²>**: 6.013
**HOMO (spin up / spin down)**: -6.8 / -9.7 eV
**Maximum force**: 4.10 eV/A

***

The following is a quantum chemistry calculation of a 10-piece molecular cluster, H19O10 overall, from OMol25.

```
29
Properties=species:S:1:pos:R:3:lowdin_spin:R:1
O 0.052 -0.532 -2.612 -0.001
H 0.103 0.181 -1.948 -0.001
H -0.313 -1.658 1.547 0.004
O -1.997 -2.993 -0.632 0.001
H -2.526 -2.909 -1.427 0.000
H -0.228 1.048 0.192 0.003
O 2.867 2.075 0.129 0.018
H -1.061 -3.070 -0.817 0.001
H 3.105 2.302 1.021 0.000
O -2.453 -0.302 -2.998 0.000
H 1.392 0.471 1.645 -0.002
H -0.263 -1.265 -2.086 0.000
O 1.444 0.349 2.603 -0.003
H 0.330 -0.589 0.381 0.025
H -1.468 -0.126 -3.058 0.000
O -1.412 3.450 0.664 0.001
H -0.820 3.279 1.405 0.000
H -1.166 2.834 -0.030 0.000
O -3.566 -0.763 0.839 -0.001
H -3.833 -1.367 1.526 0.000
H 4.357 0.243 1.455 0.000
O 4.340 -0.118 0.566 0.000
H 3.602 0.397 0.172 0.000
H 2.241 -0.199 2.612 0.000
O -0.004 -1.543 0.638 0.297
H 1.910 1.944 0.064 0.005
O 0.536 0.609 -0.234 0.654
H -2.510 -0.819 -2.190 0.000
H -2.660 -0.928 0.572 -0.001
```

Summary:
**2S+1**: 2
**Total charge**: 0
**Relative energy (zero: lowest compared OMol25 entry of this formula, charge and spin)**: 0.573 eV
**Orbital gap (spin up / spin down)**: 0.381 / 0.187 hartree
**<S²>**: 0.759
**HOMO (spin up / spin down)**: -11.0 / -11.0 eV
**Maximum force**: 1.52 eV/A

***

The following is a quantum chemistry calculation of a 13-piece molecular cluster, C32H65Br24NO3 overall, from OMol25.

```
125
Properties=species:S:1:pos:R:3:mulliken_charge:R:1
C -4.532 0.036 3.953 -1.426
C -4.583 0.827 2.623 1.176
C -5.829 1.726 2.587 -1.512
C -4.544 -0.103 1.383 -1.217
C -3.457 0.205 0.342 2.071
C -3.299 1.697 0.020 -1.654
C -2.092 -0.339 0.754 -1.017
O -2.159 -1.729 1.135 -0.318
O -1.350 -2.492 0.237 -0.093
C -2.082 -3.275 -0.609 0.453
N -3.450 -3.058 -0.617 -0.250
O -1.473 -4.044 -1.298 -0.546
H -5.523 -0.015 4.421 0.308
H -3.842 0.497 4.667 0.339
H -4.200 -0.997 3.802 0.333
H -3.704 1.483 2.610 0.104
H -6.710 1.113 2.381 0.134
H -5.991 2.202 3.564 0.436
H -5.747 2.527 1.844 0.283
H -4.383 -1.132 1.729 0.424
H -5.521 -0.112 0.881 0.294
H -3.740 -0.298 -0.588 -0.363
H -2.761 2.243 0.805 0.186
H -4.276 2.169 -0.124 0.316
H -2.721 1.829 -0.906 0.350
H -1.376 -0.255 -0.070 0.410
H -1.683 0.207 1.617 0.121
H -3.856 -3.639 -1.343 0.281
H -3.911 -3.195 0.273 0.177
Br 0.571 1.707 -0.998 -0.179
C 1.972 1.684 0.348 -0.655
C 1.423 1.618 1.748 1.621
Br 0.646 3.309 2.317 -0.116
H 2.562 2.581 0.181 0.397
H 2.571 0.799 0.139 0.366
H 2.221 1.404 2.458 -0.634
H 0.650 0.866 1.858 -0.762
Br 4.596 1.245 4.268 -0.159
C 4.640 2.904 3.250 0.101
C 5.110 2.679 1.836 -0.245
Br 7.023 2.362 1.742 -0.154
H 5.281 3.585 3.799 -0.160
H 3.619 3.285 3.253 0.196
H 4.926 3.567 1.233 0.182
H 4.637 1.814 1.379 0.255
Br 2.824 -2.709 0.538 -0.180
C 1.434 -3.928 -0.068 -0.546
C 1.951 -5.327 -0.250 -0.465
Br 3.053 -5.501 -1.844 -0.210
H 1.031 -3.512 -0.985 0.393
H 0.665 -3.903 0.701 0.196
H 1.119 -6.014 -0.389 0.377
H 2.566 -5.654 0.583 0.420
Br 2.722 -10.999 -3.515 -0.170
C 2.858 -9.310 -2.555 -0.537
C 4.054 -9.266 -1.645 -0.429
Br 3.791 -10.335 -0.042 -0.159
H 1.925 -9.180 -2.015 0.286
H 2.934 -8.542 -3.321 0.376
H 4.217 -8.247 -1.302 0.209
H 4.952 -9.643 -2.127 0.421
Br 6.977 5.130 5.697 -0.145
C 7.834 5.511 3.996 -0.374
C 7.294 6.762 3.357 -0.408
Br 5.500 6.504 2.655 -0.120
H 7.674 4.638 3.372 -0.013
H 8.896 5.621 4.207 0.427
H 7.917 7.045 2.510 0.203
H 7.228 7.591 4.056 0.433
Br 0.162 -1.497 3.236 -0.010
C 1.652 -1.311 4.469 0.032
C 1.204 -1.379 5.905 -0.680
Br 0.295 0.249 6.450 -0.152
H 2.132 -0.363 4.243 -0.309
H 2.334 -2.127 4.236 0.396
H 2.064 -1.480 6.564 0.410
H 0.510 -2.196 6.078 0.397
Br -8.292 -2.000 0.872 -0.095
C -9.895 -1.928 1.971 -0.582
C -10.160 -0.534 2.475 -0.590
Br -8.913 -0.030 3.875 -0.121
H -9.745 -2.632 2.784 0.352
H -10.712 -2.266 1.338 0.339
H -11.154 -0.470 2.913 0.354
H -10.058 0.207 1.689 0.352
Br -5.809 -0.953 -2.348 -0.066
C -7.333 0.095 -2.948 -0.386
C -8.278 -0.705 -3.805 -0.716
Br -7.560 -1.030 -5.582 -0.161
H -6.925 0.943 -3.490 0.094
H -7.836 0.436 -2.045 0.423
H -9.198 -0.142 -3.952 0.422
H -8.509 -1.677 -3.380 0.384
Br 6.609 5.245 -0.926 -0.079
C 8.137 6.390 -1.277 -0.215
C 7.871 7.820 -0.888 -0.426
Br 6.679 8.704 -2.137 -0.150
H 8.364 6.295 -2.335 -0.059
H 8.959 5.983 -0.692 0.392
H 8.799 8.387 -0.909 0.403
H 7.405 7.904 0.091 0.160
Br 9.549 8.227 -4.810 -0.105
C 8.119 7.048 -5.392 -0.558
C 8.568 5.614 -5.496 -0.562
Br 9.693 5.304 -7.048 -0.141
H 7.768 7.435 -6.343 0.443
H 7.334 7.147 -4.644 0.221
H 7.706 4.960 -5.613 0.378
H 9.147 5.303 -4.631 0.298
Br -6.466 3.871 -2.951 -0.109
C -4.761 2.971 -2.702 -0.280
C -3.945 2.924 -3.966 -0.446
Br -4.679 1.657 -5.241 -0.122
H -4.991 1.973 -2.338 -0.151
H -4.234 3.525 -1.928 0.463
H -2.937 2.583 -3.739 0.288
H -3.902 3.885 -4.469 0.425
Br -0.110 -7.457 -3.705 -0.113
C -1.408 -8.758 -3.070 -0.676
C -1.117 -10.143 -3.586 -0.095
Br -1.577 -10.335 -5.462 -0.130
H -2.384 -8.397 -3.378 0.432
H -1.339 -8.742 -1.984 0.324
H -1.716 -10.879 -3.053 0.376
H -0.064 -10.394 -3.502 -0.118
```

Summary:
**Total charge**: 0
**Orbital gap**: 0.369 hartree
**HOMO**: -9.9 eV
**Maximum force**: 0.65 eV/A